A) Computed, not measured: 2 unconnected molecules or ions with the total composition C2H4O2, with wB97M-V/def2-TZVPD.

The geometry in XYZ format:
```
8
Properties=species:S:1:pos:R:3
C 9.68205 -6.12925 -1.90612
O 9.17549 -5.13194 -1.40985
H 10.32131 -5.95645 -2.80442
H 9.44678 -7.19029 -1.65253
C 7.59500 -12.76155 -1.14214
O 6.72488 -11.92589 -1.37682
H 8.42767 -12.95173 -1.86042
H 7.58281 -13.37729 -0.21146
```

HOMO level   -10.242 eV
Orbital gap   0.3988 hartree

=====

B) Computed, not measured: a single C2H4O2 molecule, with wB97M-V/def2-TZVPD.

The geometry in XYZ format:
```
8
Properties=species:S:1:pos:R:3
C -0.85896 0.12721 -0.35199
C 0.57132 0.21956 0.07209
O 1.31503 1.14478 -0.04092
O 0.94424 -0.93768 0.70044
H -1.28521 -0.86822 -0.16871
H -1.02288 0.34219 -1.41241
H -1.51337 0.82549 0.15640
H 1.84982 -0.85332 1.04511
```

HOMO level   -10.700 eV
Orbital gap   0.4220 hartree

=====

C) Computed, not measured: 2 unconnected molecules or ions with the total composition C2H4O2, with wB97M-V/def2-TZVPD.

The geometry in XYZ format:
```
8
Properties=species:S:1:pos:R:3
C -0.86833 -1.79226 4.26014
O -1.40068 -2.46566 3.39053
H -1.42187 -1.15080 4.85997
H 0.18066 -1.94731 4.43196
C 0.93326 1.88150 -4.27448
O 0.03224 1.97116 -5.05347
H 1.79757 1.24872 -4.30759
H 0.74715 2.25465 -3.30706
```

HOMO level   -10.220 eV
Orbital gap   0.4029 hartree

=====

Which of them is the most stable, and which is the least stable? B) and C), in that order.

=====

A) Computed, not measured: a single C2H4O2 molecule, with wB97M-V/def2-TZVPD.

The geometry in XYZ format:
```
8
Properties=species:S:1:pos:R:3
O -1.28645 -0.63429 0.66116
C -0.20005 -0.64031 -0.10808
C 0.50038 0.61502 -0.42636
O 0.95145 0.09089 0.78959
H -1.05381 0.04598 1.34673
H -0.03970 -1.58283 -0.62445
H 1.20541 0.56144 -1.25689
H -0.07722 1.54411 -0.38169
```

HOMO level   -9.875 eV
Orbital gap   0.4011 hartree

=====

B) Computed, not measured: a single C2H4O2 molecule, with wB97M-V/def2-TZVPD.

The geometry in XYZ format:
```
8
Properties=species:S:1:pos:R:3
C -0.97089 0.07870 0.01671
C 0.52861 0.30967 0.01809
O 1.06058 1.34861 0.02993
O 1.17150 -0.89680 0.04688
H -1.33744 -0.37566 0.96866
H -1.10338 -0.82896 -0.74341
H -1.46887 1.00633 -0.23248
H 2.11990 -0.64188 -0.10438
```

HOMO level   -10.712 eV
Orbital gap   0.4217 hartree

=====

Which of them is the most stable, and which is the least stable? B) and A), in that order.

=====

A) Computed, not measured: a single C8H10S molecule, with wB97M-V/def2-TZVPD.

The geometry in XYZ format:
```
19
Properties=species:S:1:pos:R:3
C 1.66303 -1.84717 0.56552
C 0.39708 -1.98855 0.24011
C -0.34358 -0.78933 -0.20476
C 0.50551 0.26121 -0.98098
C 0.34201 1.31491 0.14377
C -0.52014 0.40305 1.00841
C -1.88319 0.91594 0.88266
C -2.68573 0.34144 -0.04778
S -2.02300 -0.97010 -0.94365
H 2.08928 -2.60812 1.13452
H 2.06777 -0.89598 0.81554
H -0.13523 -2.95758 0.17367
H 0.25055 0.62922 -2.05472
H 1.50264 -0.06540 -1.00439
H 1.29607 1.85148 0.53137
H -0.40634 2.08514 -0.17638
H -0.12019 0.01312 1.91953
H -2.14097 1.72191 1.42752
H -3.71039 0.50232 -0.25183
```

HOMO level   -7.847 eV
Orbital gap   0.3237 hartree

=====

B) Computed, not measured: a single C8H10S molecule, with wB97M-V/def2-TZVPD.

The geometry in XYZ format:
```
19
Properties=species:S:1:pos:R:3
C -1.12343 2.46921 0.56445
C -0.01055 1.73809 0.48566
C 0.23482 0.54645 -0.29752
C -1.07517 -0.12535 -0.79643
C -0.99013 -1.32152 0.14702
C 0.44280 -0.76817 0.75082
C 1.68448 -1.51366 0.20733
C 2.17120 -1.05178 -0.93127
S 1.69923 0.55015 -1.36703
H -1.33838 3.20020 1.27969
H -2.09867 2.05375 0.25500
H 0.83033 2.33703 0.93164
H -0.98028 -0.34038 -1.92267
H -1.94793 0.39662 -0.73094
H -1.73932 -1.13373 0.92833
H -0.93567 -2.38040 -0.20023
H 0.40552 -0.52279 1.81056
H 1.86913 -2.49143 0.48086
H 2.90201 -1.64232 -1.59527
```

HOMO level   -8.119 eV
Orbital gap   0.3339 hartree

=====

Which of them is the most stable, and which is the least stable? B) and A), in that order.

=====

A) Computed, not measured: a single C21H27N3O4 molecule, with wB97M-V/def2-TZVPD.

The geometry in XYZ format:
```
55
Properties=species:S:1:pos:R:3
C -1.02920 -3.86442 1.23291
O -0.79498 -3.43545 -0.08498
C 0.36318 -2.76879 -0.35961
C 0.56496 -2.43115 -1.69814
C 1.72008 -1.77806 -2.07503
C 2.68622 -1.44962 -1.13723
C 2.48726 -1.75688 0.20122
C 3.50547 -1.40533 1.25552
C 4.12333 -0.01236 1.07341
N 3.10237 0.98342 0.85891
C 2.99944 1.66411 -0.29501
O 3.85054 1.66229 -1.16270
C 1.70890 2.46915 -0.42764
C 0.44993 1.58886 -0.21972
C -0.02999 1.76575 1.21660
O 0.59866 1.30557 2.16111
N -1.12565 2.51188 1.42002
C -2.01247 3.03315 0.40443
C -1.27319 3.09158 -0.93750
N -0.54099 1.88435 -1.23500
C -1.32924 0.74600 -1.67353
C -2.23581 0.12675 -0.65246
C -1.99992 -0.48370 0.54307
C -3.26807 -0.84542 1.06407
C -4.19200 -0.43766 0.15042
C -5.67458 -0.54506 0.12432
O -3.57090 0.15907 -0.89261
C 1.32165 -2.41544 0.58184
H -1.98436 -4.38668 1.20627
H -1.10092 -3.02179 1.92750
H -0.24915 -4.55256 1.57587
H -0.19236 -2.70347 -2.41638
H 1.87576 -1.52212 -3.11237
H 3.58223 -0.94360 -1.45682
H 4.31165 -2.14444 1.24271
H 3.02695 -1.45233 2.23644
H 4.70697 0.24078 1.96549
H 4.78605 0.01994 0.20610
H 2.32580 1.00118 1.51686
H 1.68122 2.87758 -1.43793
H 1.73282 3.29482 0.28679
H 0.74625 0.54206 -0.34257
H -1.42538 2.59039 2.38314
H -2.90145 2.39656 0.32477
H -2.33848 4.03517 0.69996
H -0.55049 3.91220 -0.91132
H -1.98549 3.28501 -1.74126
H -0.62137 -0.00762 -2.03434
H -1.94438 1.07319 -2.51598
H -1.04774 -0.65527 1.00052
H -3.46329 -1.34530 1.99101
H -6.02431 -0.99800 1.04700
H -5.99548 -1.15846 -0.71696
H -6.12885 0.43903 0.01305
H 1.17898 -2.65176 1.62564
```

HOMO level   -8.279 eV
Orbital gap   0.3272 hartree

=====

B) Computed, not measured: 2 unconnected molecules or ions with the total composition C21H27N3O4, with wB97M-V/def2-TZVPD.

The geometry in XYZ format:
```
55
Properties=species:S:1:pos:R:3
C 0.73106 1.51842 1.22718
C -0.69319 1.60404 0.65487
C -0.80306 1.56404 -0.89206
C -0.35757 0.16782 -1.37544
C -0.02932 2.69517 -1.63231
N -0.04432 3.96541 -0.87292
C -1.08587 4.79113 -0.75441
C -0.88081 6.00127 0.12606
O -2.15857 4.61487 -1.30891
C -0.42021 2.88271 -3.12075
O -1.06663 2.03923 -3.73268
N -0.03026 4.02541 -3.70477
C -0.34671 4.42678 -5.07605
H 0.68167 1.53902 2.31630
H 1.21589 0.59339 0.91755
H 1.32992 2.36406 0.89083
H -1.16286 2.51516 1.02658
H -1.27226 0.77474 1.06396
H -1.86255 1.67489 -1.13019
H -0.85937 -0.60859 -0.79729
H -0.62506 0.01918 -2.42040
H 0.71969 0.04918 -1.27126
H 1.01348 2.38128 -1.65490
H 0.77806 4.19169 -0.33889
H -1.82045 6.54856 0.19549
H -0.57593 5.67992 1.11997
H -0.11806 6.64218 -0.31096
H 0.45048 4.68829 -3.12094
H -0.82343 3.60617 -5.61726
H 0.56509 4.71121 -5.60226
H -1.03481 5.27344 -5.05809
O 0.62512 -6.88368 4.19358
C -0.04268 -5.94484 4.59429
O -0.84748 -6.03149 5.67660
C 0.02432 -4.66276 3.87361
C -0.24415 -3.45224 4.53557
C -0.13883 -2.23301 3.85875
C 0.21869 -2.21091 2.50811
C 0.45766 -3.40532 1.81581
C 0.81220 -3.37651 0.39354
C 0.13359 -4.20206 -0.51514
C 0.46863 -4.17872 -1.86682
C 1.49823 -3.32961 -2.26036
C 2.13786 -2.53471 -1.30672
N 1.78975 -2.54612 -0.01058
C 0.36845 -4.62280 2.51021
H -0.74111 -6.94414 5.98347
H -0.51942 -3.45803 5.58737
H -0.33207 -1.30192 4.38290
H 0.30146 -1.26454 1.98298
H -0.66154 -4.84976 -0.16235
H -0.05097 -4.80589 -2.58721
H 1.80593 -3.27316 -3.29876
H 2.93725 -1.87349 -1.62652
H 0.58506 -5.55433 1.99166
```

HOMO level   -9.115 eV
Orbital gap   0.3490 hartree

=====

Which of them is the most stable, and which is the least stable? B) and A), in that order.